[1]
90
Properties=species:S:1:pos:R:3 method="wB97M-V/def2-TZVPD" total_charge=+1 homo_lumo_gap_ev=5.7779 spin_multiplicity=1 homo_energy_ev=-8.23 relative_energy_ev=0.0000
C -0.07 2.60 -0.68
C -0.30 1.82 1.52
C -0.34 3.92 -0.31
C -0.40 3.17 1.96
C -0.42 4.22 1.06
H -0.46 4.67 -1.09
H -0.48 3.33 3.03
H -0.51 5.25 1.38
N 0.06 1.60 0.20
P 1.27 0.99 -2.48
P -0.70 -0.94 2.63
C -0.02 2.25 -2.17
H -1.00 1.84 -2.45
H 0.10 3.15 -2.80
C 1.04 -4.22 -0.97
O 0.64 -5.26 -1.22
C -0.56 0.80 2.49
H -0.61 1.22 3.50
C -2.45 -1.12 3.41
C 0.75 -1.54 3.78
C 0.76 0.18 -4.10
C 2.84 2.09 -2.51
C -3.08 -2.40 2.83
H -2.54 -3.29 3.18
H -4.12 -2.46 3.19
H -3.09 -2.39 1.74
C -2.42 -1.22 4.94
H -1.90 -2.12 5.29
H -1.99 -0.33 5.40
H -3.46 -1.30 5.29
C -3.33 0.09 3.06
H -4.37 -0.11 3.36
H -3.00 1.00 3.56
H -3.34 0.28 1.98
C 0.56 -3.05 4.03
H 0.61 -3.62 3.09
H 1.36 -3.41 4.69
H -0.40 -3.28 4.51
C 2.11 -1.31 3.08
H 2.29 -2.04 2.25
H 2.25 -0.27 2.72
H 2.91 -1.50 3.81
C 0.76 -0.78 5.11
H -0.12 -0.98 5.72
H 1.63 -1.12 5.70
H 0.85 0.30 4.98
C 3.98 1.29 -3.16
H 4.90 1.89 -3.09
H 4.17 0.33 -2.65
H 3.80 1.09 -4.23
C 3.22 2.41 -1.05
H 2.44 2.97 -0.52
H 3.47 1.52 -0.46
H 4.13 3.04 -1.06
C 2.63 3.40 -3.27
H 3.61 3.90 -3.34
H 2.28 3.25 -4.30
H 1.95 4.09 -2.76
C -0.72 -0.26 -4.02
H -1.42 0.58 -4.14
H -0.92 -0.98 -4.83
H -0.96 -0.77 -3.07
C 1.65 -1.06 -4.30
H 1.50 -1.81 -3.52
H 1.40 -1.52 -5.27
H 2.72 -0.80 -4.32
C 0.96 1.17 -5.25
H 0.38 2.09 -5.12
H 2.02 1.43 -5.40
H 0.62 0.69 -6.18
Ba 1.38 -0.97 0.01
N -1.26 -1.06 0.11
C -2.23 -0.37 0.07
C -3.51 -0.07 -0.51
C -3.98 -1.00 -1.45
C -4.31 1.02 -0.13
C -5.28 -0.89 -1.94
H -3.33 -1.81 -1.77
C -5.62 1.11 -0.62
H -3.91 1.79 0.53
C -6.11 0.15 -1.52
H -5.65 -1.64 -2.66
H -6.27 1.92 -0.28
H -7.14 0.23 -1.89
C 5.71 -3.85 0.00
C 4.66 -2.87 -0.17
N 3.82 -2.07 -0.32
H 5.86 -4.04 1.08
H 6.65 -3.47 -0.43
H 5.43 -4.79 -0.50

[2]
91
Properties=species:S:1:pos:R:3 method="wB97M-V/def2-TZVPD" total_charge=+2 homo_lumo_gap_ev="6.4130 / 6.4096" spin_multiplicity=3 homo_energy_ev="-12.02 / -12.42" relative_energy_ev=0.0000
Re 0.84 0.21 0.29
C 1.06 2.79 2.00
C 0.41 1.76 2.90
N 0.86 0.40 2.52
C 2.15 -0.01 3.13
C 3.39 0.55 2.44
S 3.25 0.54 0.61
C 3.43 2.30 0.17
C 2.10 2.96 -0.20
N 0.97 2.38 0.56
H 2.12 2.90 2.23
H 0.60 3.77 2.13
H -0.67 1.78 2.80
H 0.65 1.97 3.95
H 0.14 -0.25 2.84
H 2.17 -1.10 3.12
H 2.17 0.30 4.19
H 4.25 -0.08 2.70
H 3.63 1.56 2.76
H 4.11 2.34 -0.68
H 3.94 2.79 1.00
H 1.89 2.82 -1.26
H 2.16 4.03 -0.01
H 0.11 2.77 0.18
C -0.36 2.57 -2.70
C 0.64 1.52 -3.16
C 0.46 1.30 -4.67
P 0.48 -0.01 -2.12
C 1.38 -1.28 -3.10
C 1.07 -2.70 -2.61
C 2.87 -0.93 -3.18
C -1.25 -0.47 -2.15
C -1.93 -0.91 -3.29
C -3.29 -1.19 -3.25
C -4.02 -1.68 -4.46
C -3.95 -1.01 -2.03
C -3.29 -0.58 -0.90
C -1.92 -0.31 -0.94
N -1.19 0.09 0.21
C -2.01 0.41 1.34
C -2.24 -0.54 2.35
C -1.85 -1.98 2.18
C -2.93 -0.15 3.49
C -3.48 1.12 3.63
C -4.23 1.50 4.87
C -3.34 2.00 2.56
C -2.62 1.67 1.42
C -2.51 2.68 0.31
H -0.13 3.54 -3.13
H -0.41 2.67 -1.61
H -1.37 2.30 -3.02
H 1.66 1.87 -3.00
H -0.53 0.92 -4.90
H 1.21 0.64 -5.10
H 0.56 2.26 -5.17
H 0.96 -1.20 -4.11
H 1.08 -2.79 -1.53
H 1.79 -3.40 -3.03
H 0.08 -3.01 -2.93
H 3.28 -0.61 -2.22
H 3.05 -0.11 -3.88
H 3.45 -1.79 -3.54
H -1.39 -1.06 -4.22
H -3.35 -1.81 -5.31
H -4.81 -0.98 -4.75
H -4.50 -2.64 -4.27
H -5.01 -1.21 -1.97
H -3.84 -0.46 0.02
H -0.89 -2.10 1.68
H -2.59 -2.49 1.57
H -1.82 -2.48 3.15
H -3.09 -0.88 4.27
H -4.95 0.73 5.14
H -4.78 2.44 4.73
H -3.56 1.63 5.71
H -3.81 2.98 2.62
H -3.41 3.30 0.28
H -2.40 2.21 -0.66
H -1.68 3.38 0.47
O 0.98 -1.84 0.62
N 2.00 -2.64 0.92
C 3.14 -2.66 0.21
C 4.13 -3.57 0.51
C 3.93 -4.47 1.55
C 2.74 -4.44 2.26
C 1.78 -3.51 1.93
H 3.19 -1.95 -0.60
H 5.03 -3.57 -0.08
H 4.70 -5.20 1.79
H 2.54 -5.13 3.06
H 0.82 -3.43 2.40

| no. | molar mass (g/mol) |
| --- | --- |
| 1 | 704.06 |
| 2 | 768.04 |